a) Here is 2 unconnected molecules or ions with the total composition C6H13ClN from the Open Molecules 2025 dataset. Energies are from wB97M-V/def2-TZVPD.

Computed properties:
Orbital gap (spin up / spin down) = 9.13 / 7.80 eV
LUMO energy (spin up / spin down) = -5.0 / -4.7 eV
Net charge = +1

Geometry as XYZ:
```
21
C6H13ClN (wB97M-V/def2-TZVPD)
H -0.1018 0.5085 -2.2206
H -2.0643 1.4578 0.4807
C -1.4153 -0.6749 -0.1056
C 2.5875 -1.7744 0.0836
H 3.2227 -1.2521 -0.5037
C -0.5291 1.0333 -1.4789
N -0.4726 0.4491 -0.1202
H -0.8602 -1.3514 -0.6765
H 0.2310 0.1792 2.5140
Cl 2.1192 1.2635 -0.4579
C -1.0701 1.4053 0.8040
C 1.3091 -1.3865 0.3430
C 0.9247 0.0155 0.0772
H -1.6477 -1.1281 0.9042
H -0.1110 2.0374 -1.3272
H 3.0008 -2.7489 0.4050
H -2.3955 -0.5470 -0.6160
H 0.5635 -1.8803 0.8308
H -1.0650 0.9206 1.7807
H -1.6324 1.1051 -1.6136
H -0.5935 2.3683 0.8971
```

Here are the natural (NBO) charges for atoms 1 to 6, given in e:
1. H 0.235
2. H 0.224
3. C -0.433
4. C -0.235
5. H 0.204
6. C -0.386

---

b) Here is a gas-phase ion, C6H13ClN (charge +1) from the Open Molecules 2025 dataset. Energies are from wB97M-V/def2-TZVPD.

Computed properties:
Orbital gap = 10.98 eV
LUMO energy = -3.4 eV
Net charge = +1

Geometry as XYZ:
```
21
C6H13ClN (wB97M-V/def2-TZVPD)
C 0.4469 -1.3618 2.1934
H 0.0195 2.3544 1.0355
H 1.0492 -0.9924 -2.0872
H 1.3472 0.4822 0.1953
Cl -2.2021 0.6041 -1.0781
H 0.1307 -1.8867 0.1161
C -0.4318 0.4075 -1.2540
C -0.1182 -1.1022 0.7676
H -1.4896 1.5119 0.9417
H -0.2934 1.6302 -3.2997
H -0.2735 -1.2044 3.0862
C 0.2281 -0.4136 -2.3055
H -0.4219 -1.0912 -2.9931
H 1.1323 1.3920 -2.0956
H -1.1843 -1.0860 0.8443
H 0.7621 -2.4157 2.4645
H -0.1227 1.1056 2.0369
N -0.4597 1.3972 1.1923
C 0.2948 0.2627 0.2392
C 0.1859 1.0906 -2.4004
H 1.4004 -0.6845 2.4008
```

Here are the natural (NBO) charges for atoms 1 to 6, given in e:
1. C -0.663
2. H 0.444
3. H 0.229
4. H 0.236
5. Cl -0.006
6. H 0.257

---

b) is favored, and the nearest alternative lies 0.1568 hartree above it.

---

a) Here is a molecular structure, C20H23N5O2SSe2Te2V from the Open Molecules 2025 dataset. Energies are from wB97M-V/def2-TZVPD.

Computed properties:
Expectation value of S² = 2.022
Orbital gap (spin up / spin down) = 5.51 / 5.49 eV
LUMO energy (spin up / spin down) = 2.5 / 2.5 eV
Spin multiplicity = 3
Net charge = -1

Geometry as XYZ:
```
56
C20H23N5O2SSe2Te2V (wB97M-V/def2-TZVPD)
H -4.7635 -2.3354 -1.8941
C 0.3585 -2.4587 -2.8329
H -3.5628 -1.3907 0.4521
H -0.6098 2.8382 5.2737
H 0.7272 -2.2393 -3.8400
V 0.5145 -0.4027 1.9050
N 1.3127 1.2823 3.0149
H 4.2124 -1.0822 -0.2488
C -1.3022 2.9714 -0.1691
C 4.5332 0.7257 -1.3821
C 1.3411 3.4870 4.6507
H 0.8254 -1.7781 -2.1275
H -3.5174 -2.2836 -4.0229
C -3.7107 -2.6256 -1.9256
N -2.9243 -1.4664 -1.5525
C 0.2538 2.6494 4.6496
C -3.3209 -3.0887 -3.3093
H 1.3521 4.3581 5.2963
N -0.0679 2.8385 -0.7727
C 2.6992 2.2528 -1.4152
C -1.5851 -1.3744 -1.8736
C -1.3586 1.9850 0.7541
H -2.0040 3.7362 -0.4471
Te -1.8818 -3.3207 2.9697
H 3.1702 1.8439 2.3426
C -3.4146 -0.7286 -0.4037
H -1.4916 -3.6131 -4.3225
Se 1.7551 -1.7956 3.6002
H 5.5407 0.4581 -1.6784
H -3.5688 -3.4361 -1.1961
C 0.5743 1.7944 -0.2104
H -3.9027 -3.9638 -3.6041
C 1.9452 1.4013 -0.6062
N -1.0835 -2.3150 -2.7618
H 4.5576 2.6270 -2.4138
C 3.9869 1.9383 -1.8058
C 2.3624 2.1091 3.0152
S -1.0552 0.3544 3.6550
H -1.6654 -4.3301 -2.7192
N -0.1922 1.2487 0.7153
O 1.8360 -0.6690 0.5702
C -1.8470 -3.4182 -3.3059
H -2.1340 1.7401 1.4579
C 3.8063 -0.1387 -0.5896
H -4.3611 -0.2413 -0.6615
H 0.2843 3.3938 -1.5289
H 3.3050 3.8605 3.7975
H 0.6396 -3.4830 -2.5712
C 0.2389 1.5179 3.8110
Se -0.6233 -2.3753 1.0525
H -2.6800 0.0146 -0.1261
C 2.5029 0.1857 -0.1747
O -0.8672 -0.4821 -1.4492
C 2.4324 3.2226 3.8179
H 2.2847 3.2011 -1.7395
Te 0.1431 -3.1996 4.8807
```

Here are the natural (NBO) charges for atoms 1 to 6, given in e:
1. H 0.194
2. C -0.406
3. H 0.205
4. H 0.220
5. H 0.175
6. V 0.896

---

b) Here is a molecular structure, C20H23N5O2SSe2Te2V from the Open Molecules 2025 dataset. Energies are from wB97M-V/def2-TZVPD.

Computed properties:
Expectation value of S² = 2.030
Orbital gap (spin up / spin down) = 6.03 / 6.07 eV
LUMO energy (spin up / spin down) = 2.4 / 2.4 eV
Spin multiplicity = 3
Net charge = -1

Geometry as XYZ:
```
56
C20H23N5O2SSe2Te2V (wB97M-V/def2-TZVPD)
H -2.5776 -2.0346 -1.2789
C 1.6228 1.6529 1.9239
C -1.8897 -2.7257 -0.8016
H 4.2676 -1.1500 -1.4063
N 3.4038 0.5799 -2.2190
H 1.4533 4.3756 -1.7769
H 4.6421 0.2847 -3.8327
H -1.0629 0.3441 5.4133
C -3.2941 -1.1062 2.6378
C 4.1556 2.3869 -3.6632
C -2.1206 -4.0809 -0.6960
O -1.8287 -0.3040 1.0114
C 0.1569 -2.8985 0.2945
H 5.4242 1.1018 -2.4801
C 1.8998 3.7038 -1.0383
H -3.0258 -4.5112 -1.0960
C -2.1119 -0.4256 2.2502
Se -1.5455 1.9521 -0.6474
H -3.1115 -0.8287 6.0101
N 0.6403 1.4909 3.8532
Te -1.2757 2.8187 -2.9810
Te -1.8023 0.4137 -4.0324
C 3.8196 3.3364 -2.5311
C -1.3080 0.1125 3.2847
H 2.4617 4.3005 -0.3115
H 0.7616 -4.8648 0.9259
H -1.2913 -5.9343 0.0275
N 2.7778 2.7683 -1.7101
C -0.0974 0.8280 2.9279
H -4.5518 -1.7703 4.2111
C -0.0039 -4.2853 0.4306
C 1.7390 2.0170 3.2225
H 2.5038 -1.1112 -1.3794
H 4.9967 2.7636 -4.2452
C 3.3769 -0.8434 -1.9673
H 2.2861 1.8615 1.1090
C -1.1454 -4.8641 -0.0682
C -2.8402 -0.7130 4.9710
H 0.3949 1.5919 4.8192
H 3.3493 -1.3749 -2.9197
V -0.1701 -0.1110 -0.1840
H -3.9093 -1.5126 1.8465
H 3.2936 2.2869 -4.3236
H 4.7188 3.5558 -1.9336
H 2.4826 2.5913 3.7412
C -3.6426 -1.2413 3.9563
O 1.6546 1.0534 -0.8182
C 4.4875 1.0397 -3.0570
H 1.0971 3.1672 -0.5355
S 1.4510 -1.8840 0.8470
N 0.4736 0.9160 1.7371
C -1.6866 -0.0467 4.6178
H 3.4542 4.2925 -2.9162
Se 0.0810 -0.6030 -2.7741
N -0.7796 -2.1783 -0.3178
C 2.5796 1.4233 -1.5518
```

Here are the natural (NBO) charges for atoms 1 to 6, given in e:
1. H 0.221
2. C -0.067
3. C 0.100
4. H 0.178
5. N -0.433
6. H 0.197

---

a) is favored, and the nearest alternative lies 0.0021 hartree above it.

---

a) Here is 2 unconnected molecules or ions with the total composition CH6P2S from the Open Molecules 2025 dataset. Energies are from wB97M-V/def2-TZVPD.

Computed properties:
Orbital gap (spin up / spin down) = 7.79 / 7.55 eV
LUMO energy (spin up / spin down) = -1.0 / -0.7 eV

Geometry as XYZ:
```
10
CH6P2S (wB97M-V/def2-TZVPD)
H -2.6257 -1.0525 0.1142
H 1.6652 2.4853 0.4038
H -0.9723 1.2285 0.9926
H 3.7113 -0.2675 -0.2872
S 2.7192 -0.5908 0.5469
P -0.4447 -0.0169 0.8771
H -2.1110 0.1061 -0.8731
H -1.3753 -1.5477 -0.8560
P 1.2152 0.3634 -0.5788
C -1.7819 -0.7080 -0.3395
```

Here are the natural (NBO) charges for atoms 1 to 6, given in e:
1. H 0.226
2. H -0.083
3. H -0.017
4. H 0.140
5. S -0.268
6. P 0.223

---

b) Here is CH6P2S in the gas phase from the Open Molecules 2025 dataset. Energies are from wB97M-V/def2-TZVPD.

Computed properties:
Orbital gap = 7.89 eV
LUMO energy = 0.5 eV

Geometry as XYZ:
```
10
CH6P2S (wB97M-V/def2-TZVPD)
P 1.2292 -0.6957 -1.2171
S 1.9679 -1.8801 0.3342
H 3.3066 -1.4813 0.1676
H 0.4167 1.7476 -0.8064
H 0.7158 1.0279 1.0576
H -1.9678 0.3583 1.5873
P -0.1390 0.7537 0.0562
H -2.6285 0.5040 -0.2531
C -1.7885 0.6282 0.5620
H 0.0815 -1.6094 -1.6025
```

Here are the natural (NBO) charges for atoms 1 to 6, given in e:
1. P 0.082
2. S -0.305
3. H 0.158
4. H -0.043
5. H -0.001
6. H 0.246

---

b) is favored, and the nearest alternative lies 0.0155 hartree above it.